## one
Computed, not measured: a 2-piece molecular cluster, C2H3N3S overall, with ωB97M-V with the def2-TZVPD basis set.

Last column: Mulliken charge in e.
Geometry (Å):
1 C 2.40135 -0.28746 -0.30868  -0.2819
2 C -1.34246 0.82606 0.89252  0.4920
3 N 1.29228 -0.58677 -0.56718  0.5703
4 N -2.13170 0.11584 0.32886  -0.4611
5 N 0.42592 -1.21087 -1.09333  -0.9591
6 S -0.19195 1.61601 1.59547  -0.3065
7 H 3.12176 0.34993 -0.06676  0.3413
8 H -3.06079 0.06267 -0.10865  0.2738
9 H -0.51440 -0.88541 -0.67226  0.3312

Values from the calculation:
Frontier orbital gap, eV: 8.8

## two
Computed, not measured: one molecule with the formula C2H3N3S, with ωB97M-V with the def2-TZVPD basis set.

Last column: Mulliken charge in e.
Geometry (Å):
1 C -0.32612 0.97735 -0.05190  0.1140
2 C 1.05120 -1.40350 0.62458  0.5112
3 N 0.55693 -1.00629 -0.43999  0.1568
4 N -0.45673 -0.13445 -0.76594  -0.7850
5 N -1.16942 1.95273 -0.12887  -0.6299
6 S 1.16199 -1.85979 2.10064  -0.1755
7 H 0.51757 1.06258 0.73501  0.2311
8 H 0.67155 -1.51800 -1.38384  0.3548
9 H -2.00698 1.92937 -0.68968  0.2226

Values from the calculation:
Frontier orbital gap, eV: 5.9

Which structure loses on stability? two does.